Record 1
A single C11H8O molecule at a distorted geometry. Source: the OMol25 dataset; level of theory: the ωB97M-V functional and the def2-TZVPD basis.

Structure (ORCA input):
```
! wB97M-V def2-TZVPD RIJCOSX def2/J DEFGRID3
* xyz 0 1
C -1.71 -0.77 -0.19
C -2.86 -0.17 -0.68
C -2.25 0.36 0.71
C -1.66 1.62 0.55
C -0.47 1.86 -0.16
C 1.94 1.47 -0.44
C 2.76 0.41 -0.35
C -0.28 -1.28 -0.01
C 0.63 1.05 -0.31
C 0.69 -0.35 -0.11
C -0.03 -2.72 -0.01
O 2.04 -0.70 -0.22
H -2.67 0.09 1.65
H -2.17 2.58 0.94
H -0.38 3.00 -0.33
H 2.53 2.36 -0.78
H 3.74 0.15 -0.15
H 1.05 -2.73 0.04
H -0.35 -3.12 -0.97
H -0.57 -3.11 0.82
*
```

For the gap between HOMO and LUMO (spin up / spin down), the calculation gives 6.981 / 6.986 eV. The total energy comes out at -498.941453 hartree. The energy above the lowest of the compared OMol25 structures with the same formula, charge and spin comes out at 681.7 kJ/mol.

***

Record 2
A molecular structure, C11H9AsBBr2N3ReS4. Source: the OMol25 dataset; level of theory: the ωB97M-V functional and the def2-TZVPD basis.

Structure (ORCA input):
```
! wB97M-V def2-TZVPD RIJCOSX def2/J DEFGRID3
* xyz 3 1
Re 0.17 0.32 -1.14
Br -2.97 -0.20 4.82
C -2.14 -0.04 3.19
C -2.81 0.50 2.09
C -2.15 0.61 0.89
N -0.87 0.21 0.73
C -0.22 -0.31 1.79
C -0.81 -0.45 3.02
C 1.16 -0.72 1.47
C 2.02 -1.23 2.40
C 3.30 -1.65 2.03
Br 4.47 -2.34 3.25
C 3.66 -1.53 0.68
C 2.78 -1.00 -0.21
N 1.52 -0.56 0.15
H -3.84 0.83 2.16
H -2.65 1.04 0.03
H -0.28 -0.87 3.86
H 1.72 -1.33 3.44
H 4.63 -1.86 0.32
H 3.04 -0.91 -1.25
S 1.74 3.92 -4.37
As 1.78 2.55 -2.76
S 1.63 0.34 -2.86
S 0.42 2.46 -0.99
S 3.50 3.74 -3.04
B -3.56 -0.32 -3.56
C -2.38 -0.15 -2.75
N -1.40 0.06 -2.07
H -3.24 -0.85 -4.62
H -4.25 -1.12 -2.95
H -3.95 0.82 -3.72
*
```

For the gap between HOMO and LUMO, the calculation gives 5.193 eV. The total energy comes out at -9667.430246 hartree. The energy above the lowest of the compared OMol25 structures with the same formula, charge and spin comes out at 0.0 kJ/mol.

***

Record 3
A molecular structure, C11H9Cl2NS2 at a distorted geometry. Source: the OMol25 dataset; level of theory: the ωB97M-V functional and the def2-TZVPD basis.

Structure (ORCA input):
```
! wB97M-V def2-TZVPD RIJCOSX def2/J DEFGRID3
* xyz 0 1
C -2.30 -1.98 0.04
C -2.04 -0.51 0.00
C -1.10 0.33 0.61
S -1.48 1.93 0.34
C -2.92 1.44 -0.78
S -3.98 2.61 -1.31
N -3.19 0.15 -0.51
H -3.90 -0.10 -1.32
C -0.14 -0.16 1.36
C 1.23 -0.01 0.66
C 2.00 1.26 1.02
C 3.11 1.37 0.16
C 3.52 0.28 -0.94
C 2.65 -0.47 -1.13
C 1.47 -0.79 -0.55
H 0.73 -1.60 -0.57
H 2.89 -1.35 -1.96
Cl 4.89 0.66 -1.67
Cl 4.38 2.66 0.64
H 1.82 1.76 1.96
H -0.23 -1.24 1.63
H -0.17 0.50 2.53
H -3.33 -2.15 0.40
H -1.65 -2.42 0.73
H -2.27 -2.16 -1.31
*
```

For the gap between HOMO and LUMO, the calculation gives 7.689 eV. The total energy comes out at -2195.807519 hartree. The energy above the lowest of the compared OMol25 structures with the same formula, charge and spin comes out at 742.3 kJ/mol.

***

Record 4
2 unconnected molecules or ions with the total composition C11H9ClO at a distorted geometry. Source: the OMol25 dataset; level of theory: the ωB97M-V functional and the def2-TZVPD basis.

Structure (ORCA input):
```
! wB97M-V def2-TZVPD RIJCOSX def2/J DEFGRID3
* xyz 0 1
C 2.64 -0.23 1.24
C 2.61 -1.30 0.34
C 1.73 0.81 1.12
C 1.69 -1.34 -0.65
C 0.84 0.80 0.06
C 0.84 -0.28 -0.81
C -2.71 -1.50 0.49
C -0.24 1.79 -0.32
C -0.34 -0.07 -1.74
C -0.88 1.15 -1.51
C -3.06 -0.37 1.10
O -2.50 -2.48 -0.05
Cl -4.01 0.92 0.27
H 3.37 -0.22 2.04
H 3.17 -2.14 0.42
H 1.80 1.45 1.87
H 1.41 -2.06 -1.37
H -1.11 2.10 0.46
H 0.10 2.73 -0.45
H -0.63 -0.74 -2.52
H -1.73 1.42 -2.14
H -2.99 -0.44 2.14
*
```

For the gap between HOMO and LUMO, the calculation gives 8.377 eV. The total energy comes out at -959.888000 hartree. The SMILES is C1=Cc2ccccc2C1.O=C=CCl. The energy above the lowest of the compared OMol25 structures with the same formula, charge and spin comes out at 126.8 kJ/mol.

***

Record 5
2 unconnected molecules or ions with the total composition C11H9N3 at a distorted geometry. Source: the OMol25 dataset; level of theory: the ωB97M-V functional and the def2-TZVPD basis.

Structure (ORCA input):
```
! wB97M-V def2-TZVPD RIJCOSX def2/J DEFGRID3
* xyz 0 1
C -3.05 -2.03 0.23
C -1.46 1.40 -2.63
C -0.97 0.21 -2.98
C -0.86 2.07 -1.47
C -0.24 -0.57 -2.07
C -0.20 1.29 -0.56
C 1.89 -0.67 3.43
C 1.81 -1.39 2.29
C 0.65 0.50 2.26
C 0.09 -0.09 -0.77
C 0.76 -0.86 0.13
N -2.36 -1.13 0.10
N 1.24 0.49 3.42
N 1.07 -0.53 1.41
H -2.11 2.00 -3.26
H -1.29 -0.21 -4.00
H -0.89 3.14 -1.30
H -0.01 -1.59 -2.25
H 0.30 1.81 0.24
H 2.34 -0.96 4.36
H 1.91 -2.41 1.83
H 0.20 1.31 1.89
H 1.18 -1.78 -0.30
*
```

For the gap between HOMO and LUMO, the calculation gives 4.618 eV. The total energy comes out at -588.636499 hartree. The energy above the lowest of the compared OMol25 structures with the same formula, charge and spin comes out at 451.5 kJ/mol.

***

Record 6
A single C11H9NO molecule at a distorted geometry. Source: the OMol25 dataset; level of theory: the ωB97M-V functional and the def2-TZVPD basis.

Structure (ORCA input):
```
! wB97M-V def2-TZVPD RIJCOSX def2/J DEFGRID3
* xyz 0 1
C -1.97 1.69 -0.49
C -0.69 1.94 -0.14
C -2.38 0.39 -0.26
C 0.25 0.92 0.18
C -1.61 -0.68 -0.07
C 1.44 1.03 0.78
C -0.15 -0.50 -0.14
C 3.13 0.89 -0.55
C 2.69 0.61 0.86
C 2.88 -0.56 -0.23
C -2.16 -2.00 0.41
N 0.56 -1.49 -0.49
O 1.87 -1.56 -0.48
H -2.75 2.49 -0.73
H -0.22 2.93 -0.27
H -3.40 0.14 -0.33
H 2.29 1.32 -1.23
H 3.16 0.66 1.76
H 3.85 -1.16 -0.13
H -3.20 -1.95 0.83
H -1.54 -2.46 1.08
H -2.06 -2.66 -0.36
*
```

For the gap between HOMO and LUMO (spin up / spin down), the calculation gives 6.770 / 7.078 eV. The total energy comes out at -554.201369 hartree. The energy above the lowest of the compared OMol25 structures with the same formula, charge and spin comes out at 837.7 kJ/mol.